{
  "formula": "CH9NO4",
  "method": "ωB97M-V with the def2-TZVPD basis set",
  "orbital_gap_ev": 10.559,
  "de_lowest_kcal_mol": 43.7,
  "smiles": "NC=O.O.O.O",
  "total_energy_ev": -10862.2918,
  "homo_ev": -9.893,
  "charge": 0,
  "species": ["N", "C", "O", "H", "H", "H", "O", "H", "H", "O", "H", "H", "O", "H", "H"],
  "coordinates": [[-1.05272, -1.50038, -0.44755], [0.00289, -2.36740, -0.24493], [1.09264, -2.43266, 0.30874], [-1.91785, -1.82190, -0.01713], [-0.85723, -0.39184, -0.48582], [-0.24333, -3.17052, -0.95728], [0.86371, 0.18947, 1.38188], [1.69189, 0.31608, 1.79435], [1.01149, -0.64041, 0.90246], [-1.14561, 0.96437, -1.52642], [-0.88072, 1.70223, -0.82807], [-0.44797, 1.29558, -2.16903], [0.37636, 2.65945, 0.48904], [0.84621, 3.35323, 0.91506], [0.66025, 1.84469, 0.88471]],
  "atomic_forces_ev_per_a": [[1.62, 3.76, 1.21], [-0.20, -2.37, -1.84], [-1.07, 2.06, -0.10], [0.16, 0.17, -0.55], [-0.89, -3.05, 0.45], [0.15, -1.16, 0.61], [-0.97, -0.11, -0.49], [1.47, 0.27, 0.99], [-0.12, -0.44, -0.05], [2.55, 3.73, 0.94], [-1.15, -1.88, -1.29], [-1.25, -1.12, 0.47], [-0.95, 0.39, -1.16], [0.46, 0.91, 0.42], [0.20, -1.18, 0.40]]
}